Entry 1:
# C19H19N3O2Ru

A structure of composition C19H19N3O2Ru in a non-equilibrium geometry (the ωB97M-V functional and the def2-TZVPD basis, the OMol25 dataset).

Geometry as XYZ:
```
44
Properties=species:S:1:pos:R:3:nbo_charge:R:1
Ru 0.082 0.222 0.025 1.32
C -0.765 -3.266 -0.305 -0.56
C 0.673 -2.904 -0.099 0.27
C 1.661 -3.878 -0.034 -0.28
C 2.986 -3.492 0.160 -0.15
C 3.314 -2.141 0.287 -0.22
C 2.305 -1.182 0.219 0.07
N 0.952 -1.591 0.020 -0.49
C 2.665 0.306 0.360 0.21
C 3.850 0.966 0.553 -0.30
C 3.814 2.387 0.639 -0.07
C 2.601 3.125 0.531 -0.31
C 1.439 2.424 0.338 0.20
N 1.630 1.120 0.279 -0.54
C -0.030 2.857 0.178 0.09
C -0.353 4.211 0.222 -0.20
C -1.684 4.605 0.077 -0.17
C -2.682 3.650 -0.111 -0.27
C -2.337 2.306 -0.152 0.25
C -3.370 1.241 -0.352 -0.65
N -1.062 1.889 -0.016 -0.67
H -0.904 -4.348 -0.392 0.16
H -1.138 -2.800 -1.223 0.22
H -1.363 -2.912 0.540 0.22
H 1.412 -4.929 -0.133 0.24
H 3.767 -4.246 0.211 0.23
H 4.350 -1.863 0.438 0.23
H 4.793 0.444 0.641 0.24
H 4.746 2.928 0.793 0.24
H 2.618 4.205 0.602 0.24
H 0.407 4.970 0.368 0.24
H -1.945 5.659 0.111 0.23
H -3.716 3.961 -0.223 0.24
H -4.375 1.664 -0.453 0.25
H -3.372 0.559 0.504 0.24
H -3.146 0.671 -1.259 0.24
C -2.545 -3.050 -0.519 -0.70
C -1.970 -1.654 -0.357 0.76
O -2.813 -0.715 -0.405 -0.62
O -0.719 -1.612 -0.194 -0.63
H -3.631 -3.021 -0.656 0.21
H -2.325 -3.647 0.371 0.28
H -2.100 -3.535 -1.393 0.28
H -1.722 0.416 -0.194 0.41
```

The value obtained for the molar mass is 422.45 g/mol. As for the expectation value of S²: 8.7952. For the largest force on an atom, the calculation gives 18.105 eV/A. As for the net charge: +1. Its HOMO energy (spin up / spin down) is -8.3256 / -11.6943 eV. The spin multiplicity is 6. The calculation puts the total energy at -31126.6119 eV.



Entry 2:
# C19H19N3O3

The molecule C19H19N3O3 in a non-equilibrium geometry (the ωB97M-V functional and the def2-TZVPD basis, the OMol25 dataset).

Geometry as XYZ:
```
44
Properties=species:S:1:pos:R:3:nbo_charge:R:1
C 0.088 -0.286 -3.244 -0.27
O -1.252 0.068 -2.973 -0.51
C -1.504 1.045 -2.065 0.41
C -2.810 1.543 -2.047 -0.30
C -3.144 2.579 -1.202 -0.17
C -2.203 3.129 -0.347 -0.30
C -0.915 2.611 -0.327 0.24
N 0.051 3.153 0.538 -0.67
C 0.972 2.440 1.270 0.79
O 2.024 2.924 1.635 -0.66
N 0.552 1.192 1.621 -0.63
C 1.486 0.190 2.096 -0.25
C 1.934 -0.644 0.941 -0.18
C 1.213 -1.689 0.290 0.13
C -0.046 -2.295 0.724 -0.10
C -0.178 -2.764 2.028 -0.14
C -1.374 -3.311 2.452 -0.23
C -2.451 -3.389 1.584 -0.20
C -2.321 -2.933 0.283 -0.20
C -1.124 -2.393 -0.150 -0.18
N 1.829 -2.044 -0.812 -0.14
O 2.944 -1.277 -0.921 -0.27
C 3.006 -0.425 0.115 0.36
C 4.127 0.541 0.196 -0.68
C -0.563 1.574 -1.191 -0.40
H 0.549 -0.832 -2.416 0.19
H 0.048 -0.939 -4.113 0.20
H 0.690 0.596 -3.482 0.18
H -3.531 1.113 -2.722 0.22
H -4.150 2.970 -1.210 0.22
H -2.460 3.948 0.307 0.22
H 0.184 4.153 0.528 0.41
H -0.310 0.853 1.222 0.40
H 0.989 -0.416 2.857 0.22
H 2.330 0.721 2.539 0.25
H 0.668 -2.727 2.700 0.21
H -1.466 -3.679 3.463 0.22
H -3.386 -3.811 1.920 0.22
H -3.155 -2.998 -0.400 0.22
H -1.025 -2.042 -1.165 0.22
H 4.917 0.149 0.835 0.23
H 3.776 1.480 0.621 0.26
H 4.538 0.712 -0.795 0.24
H 0.454 1.211 -1.182 0.23
```

Its structure (SMILES) is COc1cccc(NC(=O)NCc2c(-c3ccccc3)noc2C)c1. The value obtained for the molar mass is 337.38 g/mol. For the energy above the lowest of the compared OMol25 structures with the same formula, charge and spin, the calculation gives 235.6 kJ/mol. For the largest force on an atom, the calculation gives 1.184 eV/A. Its HOMO energy is -8.5769 eV. The calculation puts the total energy at -30623.9061 eV.



Entry 3:
# C19H19N3O3

The molecule C19H19N3O3 (the ωB97M-V functional and the def2-TZVPD basis, the OMol25 dataset).

Geometry as XYZ:
```
44
Properties=species:S:1:pos:R:3:nbo_charge:R:1
O 1.704 -1.543 -0.047 -0.70
C 0.937 -0.630 0.255 0.80
N 0.042 -0.731 1.266 -0.61
C 0.095 -1.819 2.225 -0.26
C 0.653 -1.364 3.548 0.04
C 1.946 -0.856 3.611 -0.24
C 2.465 -0.411 4.813 -0.19
C 1.698 -0.471 5.965 -0.22
C 0.411 -0.977 5.910 -0.21
C -0.111 -1.417 4.706 -0.25
N 0.943 0.555 -0.414 -0.63
C 1.506 0.649 -1.757 -0.15
C 0.852 1.808 -2.515 -0.42
C -0.637 1.734 -2.438 -0.09
C -1.463 2.559 -1.731 -0.05
N -2.764 2.146 -1.852 -0.54
C -2.802 1.036 -2.648 0.21
C -3.877 0.257 -3.057 -0.26
C -3.607 -0.826 -3.864 -0.21
C -2.301 -1.129 -4.261 -0.23
C -1.233 -0.361 -3.859 -0.18
C -1.474 0.739 -3.035 -0.12
C 3.042 0.833 -1.683 0.79
O 3.599 1.789 -2.147 -0.59
O 3.679 -0.154 -1.085 -0.69
H -0.478 0.088 1.540 0.39
H -0.912 -2.229 2.351 0.20
H 0.739 -2.583 1.780 0.25
H 2.544 -0.817 2.713 0.22
H 3.471 -0.020 4.852 0.22
H 2.104 -0.127 6.905 0.21
H -0.190 -1.028 6.806 0.21
H -1.116 -1.812 4.666 0.21
H 0.226 1.236 -0.212 0.40
H 1.321 -0.303 -2.277 0.22
H 1.206 2.748 -2.089 0.23
H 1.186 1.766 -3.553 0.24
H -1.218 3.434 -1.158 0.21
H -3.564 2.616 -1.466 0.41
H -4.886 0.497 -2.754 0.21
H -4.418 -1.454 -4.201 0.21
H -2.135 -1.985 -4.898 0.21
H -0.230 -0.599 -4.181 0.21
H 3.046 -0.844 -0.729 0.51
```

Its structure (SMILES) is O=C(NCc1ccccc1)N[C@@H](Cc1c[nH]c2ccccc12)C(=O)O. The value obtained for the molar mass is 337.38 g/mol. For the energy above the lowest of the compared OMol25 structures with the same formula, charge and spin, the calculation gives 2.8 kJ/mol. For the largest force on an atom, the calculation gives 0.727 eV/A. Its HOMO energy is -8.3181 eV. The calculation puts the total energy at -30626.3193 eV.



Entry 4:
# C19H19N4O4Sn

A structure of composition C19H19N4O4Sn in a non-equilibrium geometry (the ωB97M-V functional and the def2-TZVPD basis, the OMol25 dataset).

Geometry as XYZ:
```
47
Properties=species:S:1:pos:R:3:nbo_charge:R:1
Sn -0.853 0.017 -2.346 1.65
C -3.541 -2.589 -1.395 -0.27
O -2.315 -2.101 -0.782 -0.47
C -1.435 -2.979 -0.342 0.44
C -1.609 -4.361 -0.370 -0.33
C -0.572 -5.178 0.031 0.02
C 0.683 -4.676 0.466 -0.21
C 0.860 -3.335 0.552 -0.14
C -0.209 -2.446 0.197 0.06
N -0.198 -1.134 0.451 -0.05
N 0.759 -0.618 1.076 -0.08
C 1.626 0.295 0.938 0.18
C 1.827 0.846 -0.463 0.52
O 0.991 0.481 -1.345 -0.80
C 2.867 1.755 -0.681 -0.35
C 3.647 2.146 0.378 0.09
C 3.451 1.718 1.734 -0.16
C 4.283 2.195 2.743 -0.08
C 4.087 1.781 4.059 -0.15
C 3.080 0.879 4.360 -0.13
C 2.248 0.381 3.353 -0.14
C 2.421 0.806 2.049 -0.03
H -3.313 -3.361 -2.127 0.22
H -3.979 -1.728 -1.890 0.22
H -4.213 -2.954 -0.621 0.23
H -2.537 -4.804 -0.696 0.27
H -0.729 -6.250 0.012 0.27
H 1.467 -5.359 0.758 0.27
H 1.782 -2.918 0.933 0.25
H 3.024 2.141 -1.679 0.27
H 4.457 2.841 0.191 0.26
H 5.083 2.883 2.502 0.25
H 4.723 2.167 4.844 0.26
H 2.939 0.550 5.380 0.26
H 1.472 -0.332 3.599 0.24
C -3.399 3.552 -4.193 -0.26
O -3.298 3.518 -2.728 -0.42
C -2.601 2.612 -2.156 0.95
O -1.993 1.677 -2.766 -0.87
N -2.545 2.660 -0.827 -0.44
N -1.768 1.694 -0.168 -0.67
H -3.995 4.433 -4.398 0.25
H -3.902 2.652 -4.534 0.22
H -2.403 3.647 -4.616 0.21
H -3.037 3.393 -0.327 0.44
H -2.336 1.240 0.544 0.40
H -0.994 2.164 0.299 0.39
```

The value obtained for the molar mass is 486.10 g/mol. For the energy above the lowest of the compared OMol25 structures with the same formula, charge and spin, the calculation gives 59.4 kJ/mol. For the largest force on an atom, the calculation gives 1.102 eV/A. As for the net charge: +3. Its HOMO energy is -17.6723 eV. The calculation puts the total energy at -39964.2458 eV.